# C10H35BN9O6Pd

A molecular structure, C10H35BN9O6Pd (wB97M-V/def2-TZVPD, the OMol25 dataset).

```
62
Properties=species:S:1:pos:R:3:lowdin_charge:R:1
Pd 22.833 -13.684 -25.834 0.930
B 24.602 -12.382 -26.330 -0.539
H 25.139 -13.316 -26.268 -0.038
H 25.315 -11.587 -26.482 -0.009
H 23.961 -12.509 -27.188 -0.023
H 24.182 -12.209 -25.351 -0.087
C 20.438 -12.041 -27.912 -0.089
O 20.948 -13.299 -27.556 -0.263
C 21.492 -14.038 -28.592 -0.241
C 22.027 -15.379 -28.111 -0.172
N 23.217 -15.361 -27.266 -0.151
C 23.632 -16.627 -26.905 -0.270
C 25.004 -16.612 -26.330 -0.317
O 25.879 -15.830 -26.955 -0.177
C 27.031 -15.626 -26.137 -0.073
H 19.810 -11.625 -27.125 0.087
H 19.866 -12.090 -28.839 0.093
H 21.293 -11.398 -28.120 0.095
H 22.326 -13.583 -29.128 0.125
H 20.694 -14.305 -29.285 0.133
H 22.256 -15.967 -29.001 0.134
H 21.202 -15.863 -27.589 0.127
H 24.082 -15.166 -27.750 0.109
H 23.660 -17.364 -27.707 0.134
H 23.023 -17.035 -26.099 0.123
H 25.267 -17.669 -26.370 0.137
H 24.843 -16.268 -25.309 0.116
H 27.387 -16.490 -25.575 0.093
H 26.726 -14.869 -25.414 0.081
H 27.939 -15.223 -26.583 0.091
C 25.342 -12.977 -29.926 -0.873
O 25.371 -13.616 -30.924 0.064
N 24.870 -11.799 -29.695 0.184
N 25.935 -13.415 -28.900 0.182
H 24.758 -11.461 -28.750 0.073
H 24.122 -11.456 -30.281 0.120
H 26.447 -14.263 -29.096 0.130
H 25.863 -12.972 -27.995 0.044
C 21.138 -11.420 -24.239 -0.772
O 21.874 -11.723 -25.179 -0.126
N 20.012 -11.982 -23.959 0.198
N 21.708 -10.730 -23.324 0.192
H 19.846 -12.029 -22.964 0.125
H 19.598 -12.552 -24.682 0.113
H 21.225 -10.210 -22.606 0.127
H 22.717 -10.779 -23.305 0.075
C 25.278 -10.988 -22.383 -0.785
O 24.166 -10.722 -22.100 0.069
N 26.300 -10.810 -21.634 0.173
N 25.656 -11.540 -23.543 0.173
H 26.186 -10.428 -20.706 0.129
H 27.172 -11.190 -21.974 0.112
H 26.599 -11.880 -23.669 0.105
H 24.935 -11.562 -24.250 0.039
C 27.932 -9.168 -27.127 -0.805
O 28.403 -8.027 -27.210 0.014
N 27.877 -9.764 -25.979 0.150
N 27.507 -9.954 -28.025 0.185
H 27.677 -10.752 -25.912 0.096
H 28.462 -9.344 -25.272 0.120
H 27.541 -9.640 -28.984 0.134
H 26.862 -10.637 -27.654 0.078
```

Output
* expectation value of S²: 3.754
* highest occupied orbital energy (spin up / spin down): -4.61 / -9.39 eV
* multiplicity: 4
* strongest force on any atom: 6.7 eV Å⁻¹
* total charge: 0
* orbital gap (spin up / spin down): 5.0 / 7.5 eV